Density functional theory data (wB97M-V/def2-TZVPD) for a cluster of 2 separate species, C5H11NOS in total.

Net charge: 0
M, g mol⁻¹: 133.216
Energy relative to the best compared isomer or geometry (same formula, charge and spin), kcal/mol: 185.31
HOMO-LUMO gap, eV: 4.734

Last column: Mulliken charge in e.
Positions of all 19 atoms, in Å:
O1 -0.097 2.874 0.341  -0.570
C1 -1.063 2.121 0.630  -0.050
C2 -0.880 0.590 0.898  0.210
C3 0.616 0.346 0.661  -0.892
C4 1.088 -1.089 0.816  -0.312
S1 0.534 -2.251 -0.221  0.000
C5 1.215 -1.645 -1.900  -0.783
N1 -1.811 0.671 -0.151  -0.689
H1 -2.064 2.535 1.169  0.300
H2 -1.195 0.234 1.869  0.401
H3 1.114 1.113 1.215  0.458
H4 0.951 0.591 -0.323  0.354
H5 1.572 -1.399 1.727  0.409
H6 -2.402 3.990 -1.356  0.122
H7 0.703 -0.781 -2.358  0.256
H8 1.212 -2.469 -2.629  0.335
H9 2.249 -1.444 -1.631  0.301
H10 -1.775 3.613 -1.458  -0.130
H11 -1.311 0.408 -0.984  0.276

=====

Density functional theory data (wB97M-V/def2-TZVPD) for a structure of composition C32H48F3O16Pb.

Net charge: +1
M, g mol⁻¹: 952.914
Energy relative to the best compared isomer or geometry (same formula, charge and spin), kcal/mol: 322.00
HOMO-LUMO gap, eV: 2.095

Last column: Mulliken charge in e.
Positions of all 100 atoms, in Å:
Pb1 -34.002 -8.998 -6.289  1.148
C1 -26.458 -10.393 -7.445  -0.021
O1 -25.900 -10.156 -6.168  -0.320
O2 -27.761 -9.817 -7.474  -0.486
C2 -25.352 -9.853 -8.512  0.804
F1 -25.157 -8.525 -8.523  -0.249
F2 -24.129 -10.399 -8.391  -0.242
F3 -25.726 -10.201 -9.759  -0.267
C3 -25.020 -11.096 -5.597  -0.206
C4 -24.334 -10.460 -4.340  -1.203
H1 -25.023 -9.926 -3.686  0.291
H2 -23.766 -11.188 -3.762  0.380
H3 -23.605 -9.724 -4.678  0.309
H4 -24.383 -11.647 -6.289  0.364
H5 -25.688 -11.909 -5.312  0.336
H6 -26.563 -11.470 -7.576  0.362
O3 -40.705 -10.112 -6.327  -0.619
C5 -41.890 -9.802 -6.263  0.566
O4 -42.493 -9.067 -7.188  -0.329
C6 -43.872 -8.788 -6.878  -0.373
C7 -43.947 -9.137 -5.383  -0.591
C8 -42.856 -10.206 -5.158  -0.390
H7 -44.594 -9.376 -7.445  0.267
H8 -44.131 -7.740 -7.029  0.296
H9 -44.937 -9.333 -4.971  0.404
H10 -43.616 -8.263 -4.821  0.233
H11 -43.310 -11.193 -5.241  0.266
H12 -42.381 -10.115 -4.182  0.269
O5 -30.777 -9.739 -0.752  -0.600
C9 -30.092 -9.531 0.224  0.556
O6 -29.265 -10.457 0.733  -0.331
C10 -28.671 -9.970 1.910  -0.386
C11 -29.639 -8.966 2.451  -0.494
C12 -30.210 -8.316 1.132  -0.404
H13 -27.687 -9.509 1.821  0.263
H14 -28.568 -10.791 2.620  0.307
H15 -29.053 -8.265 3.047  0.313
H16 -30.392 -9.451 3.072  0.266
H17 -29.659 -7.443 0.782  0.271
H18 -31.282 -8.122 1.127  0.239
O7 -35.522 -15.378 -6.978  -0.565
C13 -35.951 -16.465 -7.243  0.529
O8 -35.354 -17.660 -7.094  -0.343
C14 -36.073 -18.701 -7.686  -0.370
C15 -37.261 -18.039 -8.418  -0.532
C16 -37.362 -16.649 -7.881  -0.348
H19 -36.433 -19.290 -6.842  0.260
H20 -35.361 -19.207 -8.338  0.286
H21 -38.211 -18.573 -8.389  0.364
H22 -36.986 -17.998 -9.472  0.226
H23 -38.232 -16.663 -7.224  0.238
H24 -37.563 -15.898 -8.644  0.254
O9 -37.391 -3.764 -8.926  -0.625
C17 -37.929 -2.753 -9.365  0.511
O10 -37.303 -1.581 -9.280  -0.329
C18 -38.090 -0.486 -9.837  -0.335
C19 -39.111 -1.172 -10.617  -0.537
C20 -39.330 -2.551 -9.999  -0.375
H25 -37.542 0.219 -10.462  0.289
H26 -38.524 0.017 -8.972  0.268
H27 -38.806 -1.348 -11.648  0.273
H28 -40.048 -0.617 -10.651  0.320
H29 -39.675 -3.330 -10.679  0.306
H30 -40.013 -2.485 -9.151  0.233
O11 -36.153 -10.591 -12.043  -0.611
C21 -36.836 -11.040 -12.993  0.495
O12 -36.921 -12.403 -13.363  -0.337
C22 -37.734 -12.653 -14.489  -0.323
C23 -37.963 -11.252 -15.031  -0.531
C24 -37.849 -10.293 -13.820  -0.348
H31 -38.607 -13.111 -14.025  0.262
H32 -37.162 -13.312 -15.143  0.259
H33 -38.953 -11.149 -15.475  0.315
H34 -37.203 -11.064 -15.790  0.283
H35 -38.787 -10.287 -13.266  0.243
H36 -37.529 -9.275 -14.043  0.292
O13 -37.700 -5.969 -1.552  -0.641
C25 -38.458 -5.140 -1.016  0.483
O14 -39.734 -5.063 -1.411  -0.325
C26 -40.462 -4.129 -0.661  -0.366
C27 -39.410 -3.296 0.040  -0.491
C28 -38.176 -4.088 -0.013  -0.271
H37 -41.128 -4.657 0.021  0.254
H38 -41.140 -3.538 -1.277  0.286
H39 -39.792 -3.028 1.025  0.324
H40 -39.224 -2.355 -0.478  0.232
H41 -38.072 -4.602 0.943  0.207
H42 -37.273 -3.513 -0.217  0.309
O15 -30.706 -3.772 -5.083  -0.593
C29 -29.790 -3.025 -5.234  0.447
O16 -29.297 -2.394 -4.136  -0.342
C30 -28.136 -1.661 -4.523  -0.368
C31 -28.129 -1.576 -6.052  -0.496
C32 -29.097 -2.669 -6.556  -0.251
H43 -27.245 -2.157 -4.137  0.239
H44 -28.146 -0.639 -4.143  0.303
H45 -27.138 -1.713 -6.484  0.308
H46 -28.403 -0.538 -6.241  0.237
H47 -28.666 -3.634 -6.822  0.252
H48 -29.883 -2.337 -7.235  0.264

=====

Density functional theory data (wB97M-V/def2-TZVPD) for a structure of composition C37H32EuN6O8S5.

2S+1: 7
Net charge: -1
M, g mol⁻¹: 1000.996
HOMO-LUMO gap (alpha / beta), eV: 4.671 / 4.696

Last column: Mulliken charge in e.
Positions of all 89 atoms, in Å:
Eu1 -0.655 -0.159 -0.535  0.706
S1 -0.524 0.002 2.689  -0.141
C1 1.019 -0.276 3.422  0.659
C2 0.993 -0.882 4.686  -0.715
C3 2.092 -0.967 5.553  -0.741
C4 3.360 -0.480 5.050  -0.477
C5 3.484 -0.017 3.741  -0.666
C6 2.306 0.091 2.934  0.088
S2 2.443 0.312 1.153  -0.020
C7 3.068 -1.374 0.668  -0.835
C8 2.159 -2.464 1.145  0.470
C9 2.623 -3.350 2.132  -0.682
C10 1.718 -4.108 2.842  -0.631
C11 0.395 -4.116 2.496  -0.607
C12 0.031 -3.466 1.304  -0.279
C13 -1.227 -3.720 0.546  0.403
S3 -2.449 -2.482 1.036  -0.058
C14 -3.563 -2.626 -0.318  0.830
C15 -4.149 -3.848 -0.587  -0.788
C16 -4.717 -4.103 -1.836  -0.484
C17 -4.744 -3.096 -2.806  -0.566
C18 -4.273 -1.863 -2.437  -0.494
C19 -3.806 -1.519 -1.118  -0.063
S4 -3.541 0.062 -0.443  -0.330
N1 0.934 -2.637 0.677  0.061
H1 0.044 -1.382 4.920  0.379
H2 2.020 -1.379 6.587  0.336
H3 4.282 -0.500 5.672  0.287
H4 4.485 0.199 3.276  0.357
H5 4.115 -1.444 1.137  0.369
H6 3.277 -1.437 -0.383  0.456
H7 3.694 -3.411 2.462  0.275
H8 2.046 -4.765 3.640  0.412
H9 -0.321 -4.501 3.185  0.483
H10 -1.645 -4.725 0.607  0.746
H11 -1.082 -3.516 -0.504  -0.340
H12 -4.191 -4.633 0.114  0.439
H13 -5.003 -5.091 -2.022  0.395
H14 -5.297 -3.262 -3.737  0.399
H15 -4.142 -1.057 -3.167  0.364
C20 1.024 5.404 3.034  -1.328
C21 0.568 4.021 3.464  -0.062
N2 -0.731 3.743 2.865  0.429
C22 -1.840 3.459 3.786  -0.523
C23 -2.067 4.790 4.565  -1.291
C24 -0.800 3.465 1.544  0.071
S5 -2.226 2.826 0.813  -0.398
N3 0.366 3.418 0.856  0.250
C25 0.573 2.972 -0.368  -0.091
O1 -0.119 2.039 -0.975  -0.521
C26 1.609 3.680 -1.149  0.526
C27 2.651 4.455 -0.631  0.049
C28 3.707 4.894 -1.390  -0.809
C29 3.709 4.770 -2.736  -0.291
C30 2.622 4.074 -3.339  -0.782
C31 1.611 3.520 -2.570  -0.397
H16 1.929 5.625 3.515  0.514
H17 0.381 6.243 3.347  0.293
H18 1.249 5.513 2.027  0.229
H19 0.472 3.999 4.570  0.418
H20 1.322 3.167 3.296  -0.155
H21 -1.696 2.601 4.472  0.155
H22 -2.686 3.336 3.155  0.421
H23 -1.228 5.070 5.181  0.325
H24 -2.951 4.724 5.166  0.480
H25 -2.392 5.528 3.824  0.290
H26 2.627 4.618 0.424  0.369
H27 4.617 5.334 -0.957  0.328
H28 4.490 5.167 -3.399  0.358
H29 2.711 3.844 -4.370  0.396
H30 0.682 3.143 -2.990  0.409
O2 -0.878 -3.815 -7.954  -0.602
N4 -0.907 -2.571 -7.661  0.932
O3 -0.973 -1.623 -8.452  -0.581
C32 -0.998 -2.299 -6.250  -0.037
C33 -0.551 -1.100 -5.759  -1.035
C34 -0.356 -1.106 -4.348  -0.419
C35 -1.018 -2.005 -3.401  1.177
O4 -1.240 -1.786 -2.162  -0.173
C36 -1.447 -3.204 -4.146  -0.487
C37 -1.380 -3.377 -5.523  -0.243
N5 -2.067 -4.286 -3.422  0.837
O5 -1.762 -4.489 -2.192  -0.499
O6 -2.904 -4.990 -4.038  -0.563
N6 0.717 -0.300 -3.835  1.031
O7 1.333 0.365 -4.660  -0.636
O8 0.982 -0.313 -2.579  -0.504
H31 -0.272 -0.269 -6.415  0.548
H32 -1.725 -4.285 -6.018  0.598

=====

Density functional theory data (wB97M-V/def2-TZVPD) for the ion C2H2N3O2S2 with charge -1.

Net charge: -1
M, g mol⁻¹: 164.191
Energy relative to the best compared isomer or geometry (same formula, charge and spin), kcal/mol: 15.21
HOMO-LUMO gap, eV: 7.917

Last column: Mulliken charge in e.
Positions of all 11 atoms, in Å:
C1 1.015 -0.016 0.255  -0.119
C2 -0.317 -0.567 0.210  0.359
N1 1.561 -0.488 1.334  -0.593
N2 -0.489 -1.393 1.196  -0.573
N3 0.726 -1.398 1.811  0.071
O1 -1.397 2.456 -1.171  -0.574
O2 -0.942 1.311 -3.336  -0.617
S1 -1.718 -0.445 -0.948  -0.277
S2 -0.670 1.330 -1.855  0.495
H1 1.429 0.672 -0.357  0.571
H2 0.802 -1.463 2.860  0.258

=====

| no. | maximum force (eV/A) |
| --- | --- |
| 1 | 3.04 |
| 2 | 4.50 |
| 3 | 4.32 |
| 4 | 3.54 |